Record 1
A cluster of 3 separate species, C36H78N8O5P2 in total, computed with wB97M-V/def2-TZVPD.

* gap between HOMO and LUMO: 6.9 eV
* 2S+1: 1
* charge: 0
* SMILES: CCCCCCCCCCC[C@@H](C#N)[C@@](C#N)(CCCCOC=O)CCCOC.CN(C)P(=O)(N(C)C)N(C)C.CN(C)P(=O)(N(C)C)N(C)C
* HOMO level: -8.114 eV

Bonds (Å) are listed after each position.
Atoms and positions in Å:
1 C 8.815 2.830 2.987  C2 1.613, H30 1.144, H31 1.162, H32 1.158
2 C 8.514 3.442 1.525  C1 1.613, C3 1.609, H33 1.148, H34 1.148
3 C 7.741 2.355 0.625  C2 1.609, C4 1.636, H35 1.160, H36 1.160
4 C 6.287 1.961 1.263  C3 1.636, C5 1.616, H37 1.162, H38 1.159
5 C 5.464 1.194 0.103  C4 1.616, C6 1.640, H39 1.159, H40 1.152
6 C 4.206 2.153 -0.329  C5 1.640, C7 1.643, H41 1.149, H42 1.161
7 C 3.096 1.148 -1.006  C6 1.643, C8 1.641, H43 1.162, H44 1.146
8 C 1.610 1.417 -0.363  C7 1.641, C9 1.623, H45 1.147, H46 1.162
9 C 0.503 1.338 -1.547  C8 1.623, C10 1.613, H47 1.163, H48 1.164
10 C -0.711 0.316 -1.259  C9 1.613, C11 1.638, H49 1.164, H50 1.164
11 C -2.173 0.942 -1.649  C10 1.638, C12 1.612, H51 1.144, H52 1.162
12 C -2.413 2.287 -0.794  C11 1.612, C13 1.628, C15 1.616, H53 1.145
13 C -2.396 3.508 -1.872  C12 1.628, N14 1.217
14 N -2.469 4.342 -2.756  C13 1.217
15 C -3.840 2.382 -0.042  C12 1.616, C16 1.625, C18 1.607, C25 1.645
16 C -4.910 2.870 -1.163  C15 1.625, N17 1.217
17 N -5.832 3.409 -1.746  C16 1.217
18 C -4.309 1.035 0.698  C15 1.607, C19 1.640, H54 1.162, H55 1.161
19 C -5.735 1.223 1.487  C18 1.640, C20 1.611, H56 1.144, H57 1.163
20 C -5.562 1.537 3.057  C19 1.611, C21 1.628, H58 1.163, H59 1.150
21 C -6.730 0.887 3.985  C20 1.628, O22 1.457, H60 1.163, H61 1.161
22 O -8.028 0.843 3.325  C21 1.457, C23 1.441
23 C -8.974 0.112 4.131  O22 1.441, O24 1.270, H62 1.163
24 O -10.220 0.356 4.135  C23 1.270
25 C -3.646 3.506 1.142  C15 1.645, C26 1.610, H63 1.157, H64 1.164
26 C -4.870 4.546 1.254  C25 1.610, C27 1.609, H65 1.165, H66 1.144
27 C -4.509 5.826 0.349  C26 1.609, O28 1.447, H67 1.165, H68 1.162
28 O -5.651 6.663 0.050  C27 1.447, C29 1.473
29 C -5.091 7.771 -0.743  O28 1.473, H69 1.162, H70 1.163, H71 1.158
30 H 9.723 3.348 3.452  C1 1.144
31 H 9.004 1.687 2.895  C1 1.162
32 H 7.847 2.958 3.609  C1 1.158
33 H 9.488 3.721 0.985  C2 1.148
34 H 7.816 4.341 1.669  C2 1.148
35 H 7.504 2.748 -0.440  C3 1.160
36 H 8.352 1.375 0.511  C3 1.160
37 H 6.431 1.281 2.194  C4 1.162
38 H 5.759 2.921 1.642  C4 1.159
39 H 6.079 1.062 -0.871  C5 1.159
40 H 5.073 0.166 0.446  C5 1.152
41 H 3.740 2.692 0.573  C6 1.149
42 H 4.558 2.962 -1.084  C6 1.161
43 H 3.072 1.455 -2.126  C7 1.162
44 H 3.399 0.044 -0.934  C7 1.146
45 H 1.392 0.715 0.517  C8 1.147
46 H 1.655 2.519 0.005  C8 1.162
47 H 0.999 1.011 -2.547  C9 1.163
48 H 0.156 2.433 -1.731  C9 1.164
49 H -0.544 -0.620 -1.931  C10 1.164
50 H -0.719 -0.103 -0.173  C10 1.164
51 H -2.969 0.131 -1.517  C11 1.144
52 H -2.091 1.179 -2.784  C11 1.162
53 H -1.570 2.400 -0.028  C12 1.145
54 H -4.498 0.143 -0.023  C18 1.162
55 H -3.525 0.651 1.464  C18 1.161
56 H -6.415 2.002 0.999  C19 1.144
57 H -6.274 0.195 1.419  C19 1.163
58 H -5.674 2.688 3.184  C20 1.163
59 H -4.550 1.220 3.504  C20 1.150
60 H -6.859 1.586 4.906  C21 1.163
61 H -6.386 -0.163 4.341  C21 1.161
62 H -8.622 -0.731 4.849  C23 1.163
63 H -3.406 3.018 2.163  C25 1.157
64 H -2.687 4.104 0.863  C25 1.164
65 H -4.875 4.922 2.357  C26 1.165
66 H -5.908 4.101 1.073  C26 1.144
67 H -3.702 6.456 0.906  C27 1.165
68 H -3.970 5.428 -0.601  C27 1.162
69 H -5.994 8.478 -0.932  C29 1.162
70 H -4.654 7.386 -1.749  C29 1.163
71 H -4.286 8.351 -0.145  C29 1.158
72 C -8.714 -5.313 -1.619  N73 1.448, H83 1.097, H84 1.096, H85 1.087
73 N -8.518 -5.420 -0.188  C72 1.448, C74 1.463, P75 1.710
74 C -8.363 -6.832 0.163  N73 1.463, H86 1.098, H87 1.094, H88 1.093
75 P -9.223 -4.488 1.061  N73 1.710, O76 1.543, N77 1.727, N80 1.789
76 O -7.892 -4.372 1.833  P75 1.543
77 N -9.244 -2.796 0.713  P75 1.727, C78 1.459, C79 1.469
78 C -8.315 -2.228 -0.258  N77 1.459, H89 1.096, H90 1.096, H91 1.088
79 C -9.195 -1.970 1.927  N77 1.469, H92 1.096, H93 1.096, H94 1.094
80 N -10.802 -4.634 0.234  P75 1.789, C81 1.458, C82 1.472
81 C -11.387 -3.639 -0.658  N80 1.458, H95 1.095, H96 1.096, H97 1.090
82 C -11.827 -5.039 1.210  N80 1.472, H98 1.096, H99 1.096, H100 1.094
83 H -9.675 -5.732 -1.945  C72 1.097
84 H -7.925 -5.852 -2.155  C72 1.096
85 H -8.643 -4.290 -1.980  C72 1.087
86 H -9.314 -7.370 0.057  C74 1.098
87 H -8.030 -6.942 1.200  C74 1.094
88 H -7.609 -7.321 -0.460  C74 1.093
89 H -7.293 -2.605 -0.136  C78 1.096
90 H -8.282 -1.135 -0.189  C78 1.096
91 H -8.649 -2.420 -1.276  C78 1.088
92 H -8.180 -1.886 2.329  C79 1.096
93 H -9.831 -2.397 2.710  C79 1.096
94 H -9.573 -0.964 1.723  C79 1.094
95 H -11.671 -2.719 -0.136  C81 1.095
96 H -12.292 -4.043 -1.124  C81 1.096
97 H -10.725 -3.387 -1.486  C81 1.090
98 H -12.067 -4.220 1.897  C82 1.096
99 H -11.467 -5.886 1.805  C82 1.096
100 H -12.746 -5.368 0.715  C82 1.094
101 C 10.973 -2.046 0.493  N102 1.448, H112 1.097, H113 1.096, H114 1.087
102 N 10.138 -2.287 -0.666  C101 1.448, C103 1.463, P104 1.710
103 C 9.309 -3.466 -0.415  N102 1.463, H115 1.098, H116 1.094, H117 1.093
104 P 10.514 -2.067 -2.320  N102 1.710, O105 1.542, N106 1.727, N109 1.789
105 O 9.141 -1.435 -2.630  P104 1.542
106 N 11.340 -0.584 -2.634  P104 1.727, C107 1.459, C108 1.470
107 C 11.241 0.531 -1.699  N106 1.459, H118 1.096, H119 1.095, H120 1.089
108 C 11.083 -0.069 -3.987  N106 1.470, H121 1.095, H122 1.095, H123 1.094
109 N 12.100 -2.840 -2.028  P104 1.789, C110 1.458, C111 1.472
110 C 13.354 -2.136 -1.785  N109 1.458, H124 1.095, H125 1.096, H126 1.090
111 C 12.338 -3.867 -3.055  N109 1.472, H127 1.096, H128 1.096, H129 1.094
112 H 11.730 -2.827 0.634  C101 1.097
113 H 10.364 -2.014 1.403  C101 1.096
114 H 11.471 -1.081 0.461  C101 1.087
115 H 9.916 -4.381 -0.420  C103 1.098
116 H 8.537 -3.572 -1.183  C103 1.094
117 H 8.787 -3.394 0.543  C103 1.093
118 H 10.215 0.702 -1.354  C107 1.096
119 H 11.607 1.464 -2.143  C107 1.095
120 H 11.888 0.376 -0.837  C107 1.089
121 H 10.118 0.442 -4.059  C108 1.095
122 H 11.085 -0.885 -4.717  C108 1.095
123 H 11.870 0.630 -4.288  C108 1.094
124 H 13.708 -1.590 -2.665  C110 1.095
125 H 14.135 -2.852 -1.508  C110 1.096
126 H 13.285 -1.447 -0.944  C110 1.090
127 H 12.545 -3.412 -4.031  C111 1.096
128 H 11.455 -4.507 -3.160  C111 1.096
129 H 13.173 -4.521 -2.784  C111 1.094

Results of the Mulliken charge analysis, in e, for atoms 1 through 2: C -0.856; C -0.560



Record 2
A cluster of 4 separate species, C36H79BCl2O14PS in total, computed with wB97M-V/def2-TZVPD.

* gap between HOMO and LUMO: 7.0 eV
* 2S+1: 1
* charge: -1
* HOMO level: -5.146 eV

Bonds (Å) are listed after each position.
Atoms and positions in Å:
1 C 0.540 -6.436 -1.656  C2 1.651, H38 1.189, H39 1.170, H40 1.177
2 C 1.365 -5.933 -0.318  C1 1.651, C3 1.640, H41 1.188, H42 1.191
3 C 0.560 -6.164 1.092  C2 1.640, C4 1.652, H43 1.193, H44 1.178
4 C -0.960 -5.518 1.124  C3 1.652, C5 1.671, H45 1.180, H46 1.193
5 C -0.950 -3.965 1.743  C4 1.671, C6 1.676, H47 1.170, H48 1.170
6 C -0.209 -2.980 0.608  C5 1.676, C7 1.632, H49 1.165, H50 1.169
7 C -0.815 -1.488 0.870  C6 1.632, P8 1.927, H51 1.195, H52 1.195
8 P -0.455 -0.172 -0.491  C7 1.927, C9 1.949, C17 1.946, C25 1.891, O30 1.782, O37 1.781
9 C -0.451 1.145 0.946  P8 1.949, C10 1.642, H53 1.194, H54 1.194
10 C -0.751 2.675 0.428  C9 1.642, C11 1.674, H55 1.173, H56 1.194
11 C -1.169 3.538 1.801  C10 1.674, C12 1.673, H57 1.191, H58 1.181
12 C -0.673 5.121 1.577  C11 1.673, S13 1.875, H59 1.178, H60 1.194
13 S 0.678 5.654 2.763  C12 1.875, O14 1.548, O15 1.578, O16 1.725
14 O 0.649 4.957 4.145  S13 1.548
15 O 0.479 7.196 3.036  S13 1.578
16 O 2.270 5.524 2.114  S13 1.725, H61 1.019
17 C 1.405 -0.517 -0.034  P8 1.946, C18 1.634, H62 1.185, H63 1.194
18 C 2.454 0.664 -0.450  C17 1.634, C19 1.675, H64 1.180, H65 1.171
19 C 3.796 0.425 0.524  C18 1.675, C20 1.643, H66 1.194, H67 1.192
20 C 4.741 -0.818 0.012  C19 1.643, O21 1.353, O22 1.471
21 O 5.892 -0.508 -0.629  C20 1.353
22 O 4.321 -2.195 0.313  C20 1.471, C23 1.471
23 C 5.338 -3.171 -0.109  O22 1.471, C24 1.672, H68 1.191, H69 1.171
24 C 4.593 -4.666 -0.022  C23 1.672, H70 1.172, H71 1.178, H72 1.191
25 C -2.225 0.131 -1.085  P8 1.891, Cl26 1.892, C27 1.617, H73 1.197
26 Cl -3.480 0.577 0.259  C25 1.892
27 C -2.977 -0.968 -2.002  C25 1.617, C28 1.674, Cl29 1.845, H74 1.199
28 C -2.669 -0.855 -3.643  C27 1.674, H75 1.168, H76 1.170, H77 1.195
29 Cl -2.981 -2.725 -1.438  C27 1.845
30 O -0.073 -1.322 -1.797  P8 1.782, C31 1.501
31 C 0.667 -0.738 -2.965  O30 1.501, C32 1.637, H78 1.176, H79 1.193
32 C 0.239 0.841 -2.983  C31 1.637, B33 1.654, O37 1.501, H80 1.171
33 B 1.344 1.751 -3.813  C32 1.654, O34 1.476, C35 1.678
34 O 1.659 3.131 -3.396  B33 1.476, H81 1.002
35 C 2.073 0.960 -5.102  B33 1.678, C36 1.639, H82 1.186, H83 1.187
36 C 2.920 2.001 -6.043  C35 1.639, H84 1.174, H85 1.191, H86 1.191
37 O -0.046 1.197 -1.553  P8 1.781, C32 1.501
38 H 0.012 -5.492 -2.150  C1 1.189
39 H 1.299 -6.882 -2.427  C1 1.170
40 H -0.332 -7.164 -1.349  C1 1.177
41 H 2.346 -6.601 -0.277  C2 1.188
42 H 1.759 -4.814 -0.416  C2 1.191
43 H 0.477 -7.344 1.248  C3 1.193
44 H 1.244 -5.739 1.953  C3 1.178
45 H -1.523 -5.576 0.089  C4 1.180
46 H -1.587 -6.219 1.860  C4 1.193
47 H -0.289 -4.016 2.708  C5 1.170
48 H -2.072 -3.686 1.923  C5 1.170
49 H -0.458 -3.476 -0.416  C6 1.165
50 H 0.935 -3.115 0.806  C6 1.169
51 H -1.982 -1.662 1.056  C7 1.195
52 H -0.406 -1.168 1.946  C7 1.195
53 H 0.602 1.200 1.505  C9 1.194
54 H -1.197 0.849 1.831  C9 1.194
55 H -1.677 2.784 -0.284  C10 1.173
56 H 0.219 3.245 0.028  C10 1.194
57 H -2.349 3.592 1.946  C11 1.191
58 H -0.634 3.101 2.759  C11 1.181
59 H -0.281 5.318 0.484  C12 1.178
60 H -1.575 5.885 1.740  C12 1.194
61 H 2.937 5.964 2.748  O16 1.019
62 H 1.557 -0.716 1.125  C17 1.185
63 H 1.820 -1.505 -0.561  C17 1.194
64 H 2.862 0.509 -1.546  C18 1.180
65 H 2.110 1.758 -0.212  C18 1.171
66 H 3.471 0.316 1.668  C19 1.194
67 H 4.387 1.458 0.460  C19 1.192
68 H 5.685 -3.048 -1.242  C23 1.191
69 H 6.310 -3.188 0.544  C23 1.171
70 H 5.404 -5.484 0.189  C24 1.172
71 H 4.066 -4.800 -1.068  C24 1.178
72 H 3.785 -4.613 0.851  C24 1.191
73 H -2.204 1.137 -1.732  C25 1.197
74 H -4.134 -0.656 -1.955  C27 1.199
75 H -1.782 -1.530 -3.993  C28 1.168
76 H -2.643 0.249 -4.028  C28 1.170
77 H -3.644 -1.335 -4.141  C28 1.195
78 H 0.358 -1.095 -4.042  C31 1.176
79 H 1.835 -0.985 -2.971  C31 1.193
80 H -0.762 1.186 -3.485  C32 1.171
81 H 1.734 3.761 -4.172  O34 1.002
82 H 1.301 0.283 -5.695  C35 1.186
83 H 2.851 0.210 -4.612  C35 1.187
84 H 3.308 1.491 -7.028  C36 1.174
85 H 2.183 2.899 -6.301  C36 1.191
86 H 3.854 2.363 -5.398  C36 1.191
87 C 3.352 -2.057 3.354  O88 1.424, H93 1.093, H94 1.093, H95 1.094
88 O 4.003 -3.309 3.542  C87 1.424, C89 1.431
89 C 5.429 -3.183 3.543  O88 1.431, C90 1.532, H96 1.096, H97 1.095
90 C 5.989 -3.227 4.968  C89 1.532, O91 1.431, H98 1.094, H99 1.098
91 O 5.595 -2.073 5.716  C90 1.431, C92 1.423
92 C 4.527 -2.351 6.615  O91 1.423, H100 1.093, H101 1.093, H102 1.093
93 H 2.290 -2.186 3.579  C87 1.093
94 H 3.755 -1.284 4.013  C87 1.093
95 H 3.454 -1.743 2.311  C87 1.094
96 H 5.741 -2.269 3.025  C89 1.096
97 H 5.824 -4.038 2.984  C89 1.095
98 H 7.082 -3.215 4.917  C90 1.094
99 H 5.688 -4.149 5.482  C90 1.098
100 H 4.898 -2.935 7.460  C92 1.093
101 H 3.711 -2.888 6.124  C92 1.093
102 H 4.138 -1.400 6.990  C92 1.093
103 C -8.703 -1.440 0.191  O104 1.424, H109 1.093, H110 1.093, H111 1.094
104 O -7.800 -2.180 -0.624  C103 1.424, C105 1.431
105 C -6.451 -2.093 -0.154  O104 1.431, C106 1.532, H112 1.096, H113 1.095
106 C -6.044 -3.360 0.604  C105 1.532, O107 1.431, H114 1.094, H115 1.098
107 O -6.772 -3.488 1.830  C106 1.431, C108 1.423
108 C -7.832 -4.433 1.733  O107 1.423, H116 1.093, H117 1.093, H118 1.093
109 H -9.723 -1.719 -0.086  C103 1.093
110 H -8.561 -1.651 1.254  C103 1.093
111 H -8.571 -0.369 0.007  C103 1.094
112 H -6.310 -1.201 0.467  C105 1.096
113 H -5.812 -1.992 -1.037  C105 1.095
114 H -4.986 -3.288 0.869  C106 1.094
115 H -6.173 -4.253 -0.022  C106 1.098
116 H -7.422 -5.447 1.717  C108 1.093
117 H -8.445 -4.268 0.843  C108 1.093
118 H -8.468 -4.326 2.616  C108 1.093
119 C -0.924 8.934 0.111  O120 1.424, H125 1.093, H126 1.093, H127 1.094
120 O -2.196 8.764 -0.506  C119 1.424, C121 1.431
121 C -2.533 9.861 -1.361  O120 1.431, C122 1.532, H128 1.096, H129 1.095
122 C -2.312 9.505 -2.834  C121 1.532, O123 1.431, H130 1.094, H131 1.098
123 O -0.921 9.328 -3.122  C122 1.431, C124 1.423
124 C -0.557 7.955 -3.206  O123 1.423, H132 1.093, H133 1.093, H134 1.093
125 H -0.635 7.984 0.568  C119 1.093
126 H -0.155 9.220 -0.610  C119 1.093
127 H -0.995 9.692 0.897  C119 1.094
128 H -1.971 10.760 -1.085  C121 1.096
129 H -3.597 10.070 -1.207  C121 1.095
130 H -2.661 10.336 -3.454  C122 1.094
131 H -2.886 8.613 -3.116  C122 1.098
132 H -0.939 7.528 -4.137  C124 1.093
133 H -0.932 7.381 -2.355  C124 1.093
134 H 0.535 7.890 -3.213  C124 1.093

Results of the Mulliken charge analysis, in e, for atoms 1 through 2: C -0.950; C 0.550



Q: The highest gap between HOMO and LUMO belongs to which entry?
A: C36H79BCl2O14PS



Q: Which of these has the lowest charge?
A: C36H79BCl2O14PS



Q: Which of these has the lowest HOMO level?
A: C36H78N8O5P2